(1)
A 2-piece molecular cluster, C4H6N2O overall. Source: the OMol25 dataset; level of theory: the ωB97M-V functional and the def2-TZVPD basis.

Values from the calculation:
energy: -9266.8826 eV
E_LUMO (alpha / beta): 0.32 / 0.32 eV
energy above the lowest of the compared OMol25 structures with the same formula, charge and spin: 638.66 kJ/mol
frontier orbital gap (alpha / beta): 0.3414 / 0.3413 hartree

ORCA input file:
```
! RIJCOSX wB97M-V def2-TZVPD def2/J DEFGRID3
* xyz 0 1
H 2.3201 -1.6365 -0.9780
C 1.5097 -1.3156 -0.3225
N -1.0699 -0.7734 0.6502
H -1.6027 1.8778 0.5948
N -1.5565 -0.1353 1.6093
C -0.0546 2.5068 -0.9508
C -0.8089 -1.0407 -0.5158
C -0.8959 2.2048 -0.1445
H -1.9283 -0.8117 2.2843
H 1.6661 -0.2848 0.0082
H 0.6781 2.7943 -1.6714
H 1.4350 -1.9848 0.5414
O 0.3077 -1.4010 -1.1052
*
```

Here are the natural (NBO) charges for atoms 1 to 8, given in e: H 0.203; C -0.265; N -0.132; H 0.255; N -0.455; C -0.273; C 0.430; C -0.231

=====

(2)
An isolated ion of composition C3H3O3 and charge -1 in a non-equilibrium geometry. Source: the OMol25 dataset; level of theory: the ωB97M-V functional and the def2-TZVPD basis.

Values from the calculation:
energy: -9303.0824 eV
E_LUMO: 4.29 eV
SMILES: CC(=O)C(=O)[O-]
energy above the lowest of the compared OMol25 structures with the same formula, charge and spin: 57.18 kJ/mol
frontier orbital gap: 0.2703 hartree

ORCA input file:
```
! RIJCOSX wB97M-V def2-TZVPD def2/J DEFGRID3
* xyz -1 1
H -0.9097 -0.0052 1.3296
O 1.1828 2.0205 0.2053
H -0.1871 -1.4898 0.7170
O 2.2976 0.1156 -0.2990
C -0.8628 -0.6736 0.4709
C 1.3665 0.8870 -0.1878
C -0.2488 0.0826 -0.6956
O -0.7798 0.1346 -1.7900
H -1.8588 -1.0716 0.2497
*
```

Here are the natural (NBO) charges for atoms 1 to 8, given in e: H 0.223; O -0.741; H 0.225; O -0.743; C -0.746; C 0.775; C 0.448; O -0.629

=====

(3)
The molecule C15H22N2O4S in a non-equilibrium geometry. Source: the OMol25 dataset; level of theory: the ωB97M-V functional and the def2-TZVPD basis.

Values from the calculation:
energy: -37900.9925 eV
E_LUMO: 0.31 eV
SMILES: CCCNS(=O)(=O)c1ccc(C(=O)NC[C@H]2CCCO2)cc1
energy above the lowest of the compared OMol25 structures with the same formula, charge and spin: 1740.77 kJ/mol
frontier orbital gap: 0.3497 hartree

ORCA input file:
```
! RIJCOSX wB97M-V def2-TZVPD def2/J DEFGRID3
* xyz 0 1
O 1.4868 0.3028 2.6958
C -0.2040 3.8306 2.6244
H 0.6218 3.5936 1.8873
C -0.5677 0.0402 -0.2224
H -0.9287 0.8506 -0.2355
N -0.6555 1.5668 2.3504
C 0.1031 -1.8955 1.1371
C 0.5318 0.4992 2.1275
H -1.5978 -0.6367 -2.1208
C -0.1535 -0.5085 0.8585
H -1.1814 2.3845 4.0521
C -1.6016 4.5889 1.8545
H -0.3215 6.7791 3.1530
O 0.4226 4.8691 3.4016
C 2.5474 -4.6814 -4.6683
O -1.7373 -3.0168 -3.1661
C -0.2876 2.5366 3.1768
H 2.2129 -5.6277 -4.2686
H 0.3670 -2.9792 -4.5404
O -1.7722 -4.6206 -1.6853
C -0.4883 5.8455 3.8095
C -0.7715 -2.3039 -1.0398
N 0.5321 -3.8306 -2.8030
H 1.9395 -4.8193 -5.5838
H -0.5894 6.0966 4.8365
H 0.7031 2.2488 3.7881
H 0.1653 -3.6638 0.1634
C 1.0131 -2.9639 -3.6018
H -1.2502 5.1368 1.1992
C -0.0134 -2.7015 0.2028
H -2.3320 4.6354 3.9953
H 0.3633 -5.0744 -2.8240
C -2.0348 5.3840 3.1991
H 2.7961 -2.4439 -4.3698
H -1.4395 1.3732 1.9014
H 0.6449 -2.1192 2.0947
H 3.0484 -3.5758 -2.8004
H -2.3937 6.1723 2.8458
S -1.0661 -3.5829 -2.1819
H -1.9533 3.7198 1.7922
C -1.1639 -1.0051 -1.0690
H 3.7296 -4.9034 -5.0308
C 2.4328 -3.2847 -3.8272
H 0.8433 -2.2158 -3.1081
*
```

Here are the natural (NBO) charges for atoms 1 to 8, given in e: O -0.524; C 0.101; H 0.175; C -0.231; H 0.188; N -0.693; C -0.225; C 0.747

=====

(4)
A 2-piece molecular cluster, C5H11NO overall. Source: the OMol25 dataset; level of theory: the ωB97M-V functional and the def2-TZVPD basis.

Values from the calculation:
energy: -8898.4330 eV
E_LUMO: 0.43 eV
energy above the lowest of the compared OMol25 structures with the same formula, charge and spin: 314.96 kJ/mol
frontier orbital gap: 0.3353 hartree

ORCA input file:
```
! RIJCOSX wB97M-V def2-TZVPD def2/J DEFGRID3
* xyz 0 1
H 2.0152 -1.1173 -1.5185
C -1.7369 0.0290 -0.9249
H -0.7426 -0.4833 2.3508
H 2.6982 -1.7732 -0.0165
O 1.7583 1.3247 0.0838
H -2.8756 1.0987 0.5906
H -2.4067 0.1288 -1.7865
C 0.0270 0.2105 1.9548
C 2.5179 -0.8535 -0.5809
C -1.9236 1.1823 0.0571
H 0.5167 -1.4636 0.8174
H -1.1257 1.2460 0.8141
H -1.8971 2.1439 -0.4602
H -0.7141 -0.0018 -1.3208
N 0.6943 -0.4836 1.0398
H 3.4673 -0.3767 -0.8264
C 1.6738 0.1329 0.1886
H -1.9464 -0.9439 -0.4622
*
```

Here are the natural (NBO) charges for atoms 1 to 8, given in e: H 0.245; C -0.610; H 0.110; H 0.223; O -0.503; H 0.201; H 0.212; C -0.027

=====

(5)
The molecule C5H7NO in a non-equilibrium geometry. Source: the OMol25 dataset; level of theory: the ωB97M-V functional and the def2-TZVPD basis.

Values from the calculation:
energy: -8830.5695 eV
E_LUMO: 0.94 eV
SMILES: C#CCCNC=O
energy above the lowest of the compared OMol25 structures with the same formula, charge and spin: 543.53 kJ/mol
frontier orbital gap: 0.3695 hartree

ORCA input file:
```
! RIJCOSX wB97M-V def2-TZVPD def2/J DEFGRID3
* xyz 0 1
C 0.6198 1.3616 -0.0747
H 1.9436 -0.1322 0.7189
O 0.4479 -1.7030 -0.8774
H -0.1150 -3.1614 0.0025
H 0.8394 2.3737 0.2746
H 1.1007 1.2452 -1.0554
C 0.0840 -2.1502 0.3953
C -1.9812 0.9987 -0.4096
H 0.8576 0.6086 1.9844
H -0.8904 -0.9370 1.5467
N 0.0632 -1.1502 1.2797
C 0.9815 0.3248 0.9438
H -3.0034 1.0973 -0.6865
C -0.8091 1.2602 -0.2713
*
```

Here are the natural (NBO) charges for atoms 1 to 8, given in e: C -0.538; H 0.226; O -0.677; H 0.267; H 0.248; H 0.259; C 0.385; C -0.274

=====

(6)
C16H27CoN3S4 as an isolated structure in a non-equilibrium geometry. Source: the OMol25 dataset; level of theory: the ωB97M-V functional and the def2-TZVPD basis.

Values from the calculation:
energy: -102454.5161 eV
⟨S²⟩: 3.76
E_LUMO (alpha / beta): -5.54 / -6.70 eV
energy above the lowest of the compared OMol25 structures with the same formula, charge and spin: 0.00 kJ/mol
frontier orbital gap (alpha / beta): 0.3143 / 0.2715 hartree

ORCA input file:
```
! RIJCOSX wB97M-V def2-TZVPD def2/J DEFGRID3
* xyz 2 4
N -0.6084 -0.3875 2.5411
H 0.5009 -0.2168 -2.4813
N -0.4518 -0.3097 -2.1199
H -3.5998 0.8863 -0.7615
H 0.0093 2.4470 -1.8439
Co -0.0967 -0.1779 0.0657
H -1.8441 -2.8078 2.5786
C -1.0221 2.0779 -1.7944
H -2.2765 0.5665 -2.7008
H -3.5499 2.6930 -0.7106
S -1.3369 -0.0992 5.0175
C 5.1055 -0.3599 -1.5593
H -2.0490 -1.5792 -2.6751
C -3.2436 1.7635 -0.2119
C -0.9536 -1.6108 -2.6531
S -1.4390 1.7914 -0.0419
C 5.0291 -0.2303 -0.2256
C 2.0521 2.2738 2.5768
C 2.4359 1.5837 -1.2317
H -0.5932 -1.7405 -3.6850
C -2.6779 -2.5326 -0.1758
H 2.1789 2.5197 -1.7406
H -0.8896 1.0496 -3.6931
C -1.2179 0.8449 -2.6603
C 2.1088 1.6942 0.2003
H -3.0894 -1.7108 -0.7727
H -1.6991 2.8732 -2.1216
H -2.4529 -2.5500 4.2447
S 2.8882 2.8776 1.2007
N 1.2328 0.9264 0.8605
H 2.1698 2.6439 3.5893
H 1.8704 0.7514 -1.6716
C -2.3017 -2.0819 3.2621
H -2.9359 -3.5009 -0.6290
H 5.2307 0.5043 -2.2231
H -0.9117 -3.6852 -2.0514
S -0.8489 -2.4289 -0.0179
H 4.9975 0.7566 0.2516
H 5.1425 -1.0904 0.4425
H 0.3982 1.6984 4.9699
C -0.0961 0.9135 4.4083
C 1.1777 1.2600 2.2402
C 0.2005 0.6211 3.0779
H -3.2732 -1.7444 2.8710
H 0.6406 -2.8208 -1.8278
C -0.4511 -2.7339 -1.7729
H 5.1903 -1.3390 -2.0420
H -3.6388 1.7558 0.8098
C -1.4126 -0.9091 3.4259
H 3.5019 1.3655 -1.3723
H -3.0998 -2.4917 0.8338
*
```

Here are the natural (NBO) charges for atoms 1 to 8, given in e: N -0.558; H 0.391; N -0.716; H 0.223; H 0.238; Co 1.322; H 0.237; C -0.542